# 1
DFT (ωB97M-V with the def2-TZVPD basis set) results for a 3-piece molecular cluster, C49H49F2N3O10S2Si overall.

Cartesian coordinates (Å):
C (-0.52, 0.07, 5.68)
C (0.33, -1.19, 5.72)
O (0.01, -2.13, 6.41)
O (1.48, -1.20, 4.94)
C (1.21, -2.03, 3.78)
C (0.31, -1.31, 2.78)
C (0.81, -0.21, 2.11)
C (0.08, 0.48, 1.18)
C (-1.21, 0.03, 0.94)
C (-1.74, -1.05, 1.59)
C (-0.98, -1.75, 2.52)
C (-1.64, -2.98, 3.16)
C (-2.36, -3.80, 2.06)
C (-1.46, -4.16, 0.87)
S (-2.20, -3.77, -0.73)
O (-3.44, -3.08, -0.61)
O (-2.27, -4.99, -1.48)
O (-1.17, -2.81, -1.50)
S (-2.25, 0.84, -0.26)
C (-1.43, 2.42, -0.39)
C (-2.16, 3.46, -0.93)
C (-1.58, 4.69, -1.10)
C (-0.25, 4.86, -0.72)
C (0.38, 6.23, -0.96)
F (-0.60, 7.17, -0.85)
F (1.37, 6.46, -0.06)
C (0.95, 6.28, -2.39)
C (-0.12, 6.44, -3.51)
Si (-0.11, 5.03, -4.79)
C (-0.33, 3.32, -4.02)
C (1.47, 4.99, -5.83)
C (-1.61, 5.31, -5.91)
C (-2.30, 6.51, -5.88)
C (-3.39, 6.77, -6.70)
C (-3.79, 5.77, -7.57)
C (-3.15, 4.55, -7.60)
C (-2.07, 4.33, -6.78)
C (0.45, 3.82, -0.18)
C (-0.12, 2.57, 0.00)
N (0.74, 1.56, 0.53)
C (1.69, 1.09, -0.50)
C (3.15, 1.05, 0.04)
O (3.46, 1.49, 1.13)
C (4.14, 0.43, -0.92)
C (4.89, 1.29, -1.70)
C (5.78, 0.78, -2.61)
C (5.91, -0.60, -2.76)
C (5.16, -1.43, -1.96)
C (4.26, -0.94, -1.03)
H (-1.08, 0.10, 4.73)
H (-1.23, 0.04, 6.50)
H (0.12, 0.96, 5.72)
H (2.14, -2.36, 3.31)
H (0.73, -2.94, 4.16)
H (1.83, 0.09, 2.33)
H (-2.76, -1.36, 1.38)
H (-2.40, -2.67, 3.89)
H (-0.91, -3.65, 3.62)
H (-3.29, -3.30, 1.78)
H (-2.67, -4.75, 2.52)
H (-0.47, -3.70, 0.88)
H (-1.29, -5.24, 0.84)
H (-1.60, -2.52, -2.32)
H (-3.19, 3.28, -1.22)
H (-2.17, 5.48, -1.55)
H (1.53, 5.37, -2.61)
H (1.66, 7.11, -2.50)
H (-1.14, 6.54, -3.14)
H (0.09, 7.34, -4.09)
H (-0.05, 2.51, -4.71)
H (-1.40, 3.18, -3.84)
H (0.24, 3.19, -3.09)
H (1.20, 4.60, -6.83)
H (2.15, 4.24, -5.42)
H (2.00, 5.94, -5.90)
H (-2.00, 7.29, -5.19)
H (-3.94, 7.70, -6.71)
H (-4.64, 5.96, -8.23)
H (-3.50, 3.80, -8.30)
H (-1.53, 3.38, -6.79)
H (1.48, 4.02, 0.11)
H (1.68, 1.78, -1.35)
H (1.45, 0.05, -0.77)
H (4.79, 2.37, -1.62)
H (6.37, 1.43, -3.25)
H (6.60, -0.96, -3.51)
H (5.26, -2.50, -2.08)
H (3.66, -1.59, -0.40)
O (-7.47, -9.84, 0.74)
N (-7.61, -8.64, 0.59)
O (-8.57, -8.01, 0.96)
C (-6.53, -7.92, -0.10)
C (-5.44, -8.62, -0.57)
C (-4.44, -7.93, -1.24)
C (-4.54, -6.56, -1.43)
C (-5.64, -5.87, -0.94)
C (-6.64, -6.55, -0.27)
H (-5.36, -9.68, -0.43)
H (-3.58, -8.47, -1.62)
H (-3.76, -6.02, -1.95)
H (-5.71, -4.80, -1.08)
H (-7.50, -6.01, 0.11)
O (6.30, -4.13, 5.12)
N (6.78, -3.41, 5.97)
O (7.94, -3.45, 6.34)
C (5.90, -2.42, 6.60)
C (4.57, -2.37, 6.23)
C (3.73, -1.45, 6.84)
C (4.23, -0.59, 7.81)
C (5.57, -0.65, 8.17)
C (6.41, -1.57, 7.56)
H (4.17, -3.04, 5.48)
H (2.69, -1.41, 6.56)
H (3.57, 0.12, 8.29)
H (5.96, 0.02, 8.92)
H (7.46, -1.61, 7.84)

Results
Gap between HOMO and LUMO in hartree: 0.2949
SMILES: CC(=O)OCc1cc2c(cc1CCCS(=O)(=O)O)Sc1ccc(C(F)(F)CC[Si](C)(C)c3ccccc3)cc1N2CC(=O)c1ccccc1.O=[N+]([O-])c1ccccc1.O=[N+]([O-])c1ccccc1
LUMO level in eV: -0.312
E_HOMO in eV: -8.3
Net charge: 0

Mulliken atomic charge list, values in e, 99 entries: number 1, C, carries -0.96; number 2, C, carries 1.01; number 3, O, carries -0.56; number 4, O, carries -0.36; number 5, C, carries -1.63; number 6, C, carries 0.47; number 7, C, carries -0.62; number 8, C, carries -0.91; number 9, C, carries 0.73; number 10, C, carries -0.98; number 11, C, carries 0.44; number 12, C, carries -0.69; number 13, C, carries -1.13; number 14, C, carries -0.83; number 15, S, carries 1.33; number 16, O, carries -0.65; number 17, O, carries -0.73; number 18, O, carries -0.43; number 19, S, carries -0.43; number 20, C, carries 1.49; number 21, C, carries -1.24; number 22, C, carries -0.69; number 23, C, carries 0.04; number 24, C, carries 0.69; number 25, F, carries -0.31; number 26, F, carries -0.34; number 27, C, carries -1.22; number 28, C, carries -0.64; number 29, Si, carries 0.09; number 30, C, carries -0.25; number 31, C, carries -1.19; number 32, C, carries 0.41; number 33, C, carries -0.02; number 34, C, carries -0.82; number 35, C, carries -0.30; number 36, C, carries -0.74; number 37, C, carries -0.16; number 38, C, carries 0.15; number 39, C, carries -1.43; number 40, N, carries 0.69; number 41, C, carries -0.26; number 42, C, carries 0.34; number 43, O, carries -0.57; number 44, C, carries 0.07; number 45, C, carries -0.27; number 46, C, carries -0.58; number 47, C, carries -0.53; number 48, C, carries -0.57; number 49, C, carries -0.31; number 50, H, carries 0.07; number 51, H, carries 0.41; number 52, H, carries 0.30; number 53, H, carries 0.48; number 54, H, carries 0.37; number 55, H, carries 0.77; number 56, H, carries 0.58; number 57, H, carries 0.34; number 58, H, carries 0.31; number 59, H, carries 0.53; number 60, H, carries 0.63; number 61, H, carries 0.33; number 62, H, carries 0.58; number 63, H, carries 0.36; number 64, H, carries 0.46; number 65, H, carries 0.45; number 66, H, carries 0.35; number 67, H, carries 0.42; number 68, H, carries 0.46; number 69, H, carries 0.69; number 70, H, carries 0.51; number 71, H, carries 0.34; number 72, H, carries -0.60; number 73, H, carries 0.35; number 74, H, carries 0.34; number 75, H, carries 0.35; number 76, H, carries 0.23; number 77, H, carries 0.38; number 78, H, carries 0.35; number 79, H, carries 0.37; number 80, H, carries 0.29; number 81, H, carries 0.61; number 82, H, carries 0.30; number 83, H, carries 0.51; number 84, H, carries 0.45; number 85, H, carries 0.38; number 86, H, carries 0.38; number 87, H, carries 0.37; number 88, H, carries 0.53; number 89, O, carries -0.61; number 90, N, carries 1.00; number 91, O, carries -0.61; number 92, C, carries 0.07; number 93, C, carries -0.32; number 94, C, carries -0.48; number 95, C, carries -0.54; number 96, C, carries -0.43; number 97, C, carries -0.32; number 98, H, carries 0.44; number 99, H, carries 0.40

***

# 2
DFT (ωB97M-V with the def2-TZVPD basis set) results for C49H51ClMoN4O2 as an isolated structure.

Cartesian coordinates (Å):
Mo (0.08, -0.91, -0.86)
O (1.50, -1.13, -2.21)
N (2.57, -1.89, -1.98)
N (2.50, -2.42, -0.86)
O (1.49, -2.18, -0.04)
C (3.53, -3.36, -0.43)
C (3.16, -4.44, 0.35)
C (4.15, -5.34, 0.70)
C (5.47, -5.13, 0.29)
C (5.80, -4.03, -0.48)
C (4.82, -3.12, -0.85)
H (2.14, -4.57, 0.66)
H (3.90, -6.20, 1.30)
H (6.24, -5.84, 0.57)
H (6.82, -3.86, -0.80)
H (5.05, -2.24, -1.45)
C (2.38, 1.63, -3.95)
C (2.12, 2.25, -2.57)
C (2.30, 3.77, -2.64)
C (3.02, 1.65, -1.49)
C (4.40, 1.79, -1.61)
C (5.26, 1.30, -0.64)
C (4.76, 0.67, 0.49)
C (3.39, 0.49, 0.66)
C (2.87, -0.12, 1.96)
C (3.60, -1.40, 2.36)
C (2.97, 0.91, 3.10)
C (2.56, 0.99, -0.35)
N (1.11, 0.80, -0.18)
C (0.46, 1.75, 0.38)
C (-0.98, 1.46, 0.59)
N (-1.34, 0.29, 0.24)
C (-2.77, -0.02, 0.32)
C (-3.51, 0.16, -0.85)
C (-4.85, -0.23, -0.81)
C (-5.40, -0.74, 0.36)
C (-4.65, -0.82, 1.52)
C (-3.30, -0.46, 1.53)
C (-2.48, -0.51, 2.81)
C (-3.32, -0.26, 4.06)
C (-1.71, -1.84, 2.95)
C (-2.94, 0.92, -2.05)
C (-3.98, 1.16, -3.14)
C (-1.69, 0.35, -2.75)
C (-1.62, 2.66, 1.13)
C (-2.89, 3.03, 1.48)
C (-3.10, 4.35, 1.95)
C (-2.07, 5.25, 2.07)
C (-0.74, 4.89, 1.72)
C (0.42, 5.71, 1.78)
C (1.65, 5.24, 1.40)
C (1.82, 3.92, 0.91)
C (0.72, 3.11, 0.83)
C (-0.55, 3.60, 1.25)
H (1.74, 2.11, -4.69)
H (2.19, 0.56, -3.97)
H (3.41, 1.80, -4.26)
H (1.08, 2.05, -2.30)
H (3.27, 4.02, -3.08)
H (2.23, 4.25, -1.66)
H (1.53, 4.21, -3.28)
H (4.81, 2.29, -2.48)
H (6.33, 1.43, -0.76)
H (5.44, 0.33, 1.26)
H (1.82, -0.37, 1.83)
H (4.68, -1.27, 2.36)
H (3.36, -2.24, 1.71)
H (3.31, -1.69, 3.38)
H (4.01, 1.14, 3.33)
H (2.51, 0.51, 4.01)
H (2.47, 1.85, 2.86)
H (-5.47, -0.13, -1.69)
H (-6.44, -1.04, 0.37)
H (-5.12, -1.16, 2.43)
H (-1.73, 0.29, 2.76)
H (-3.97, -1.11, 4.29)
H (-3.96, 0.63, 3.95)
H (-2.67, -0.10, 4.92)
H (-2.41, -2.68, 2.98)
H (-1.15, -1.85, 3.89)
H (-1.00, -2.00, 2.14)
H (-2.64, 1.91, -1.67)
H (-4.31, 0.22, -3.59)
H (-3.56, 1.78, -3.93)
H (-4.85, 1.69, -2.75)
H (-1.88, -0.59, -3.25)
H (-0.82, 0.25, -2.08)
H (-1.31, 1.07, -3.47)
H (-3.72, 2.34, 1.40)
H (-4.10, 4.65, 2.23)
H (-2.27, 6.25, 2.44)
H (0.33, 6.73, 2.15)
H (2.51, 5.89, 1.47)
H (2.81, 3.57, 0.62)
Cl (-6.55, -5.01, -1.89)
C (-5.03, -4.24, -1.62)
C (-4.65, -3.92, -0.32)
C (-3.44, -3.29, -0.11)
C (-2.61, -3.00, -1.19)
C (-1.35, -2.31, -1.02)
C (-2.99, -3.36, -2.49)
C (-4.21, -3.97, -2.71)
H (-5.31, -4.16, 0.51)
H (-3.13, -3.05, 0.90)
H (-0.92, -2.27, 0.08)
H (-0.56, -2.63, -1.74)
H (-2.33, -3.16, -3.33)
H (-4.52, -4.24, -3.70)

Results
Gap between HOMO and LUMO (alpha / beta) in hartree: 0.2374 / 0.2394
LUMO level (alpha / beta) in eV: -7.062 / -7.013
E_HOMO (alpha / beta) in eV: -13.5 / -13.5
Net charge: +2

Mulliken atomic charge list, values in e, 99 entries: number 1, Mo, carries -1.32; number 2, O, carries -0.09; number 3, N, carries -1.07; number 4, N, carries 1.87; number 5, O, carries -0.85; number 6, C, carries 0.08; number 7, C, carries -0.08; number 8, C, carries -0.69; number 9, C, carries -0.53; number 10, C, carries -0.89; number 11, C, carries -0.19; number 12, H, carries 0.38; number 13, H, carries 0.42; number 14, H, carries 0.43; number 15, H, carries 0.42; number 16, H, carries 0.54; number 17, C, carries -1.65; number 18, C, carries 1.31; number 19, C, carries -1.67; number 20, C, carries 0.80; number 21, C, carries -0.63; number 22, C, carries -1.86; number 23, C, carries -0.59; number 24, C, carries 1.08; number 25, C, carries 1.37; number 26, C, carries -1.32; number 27, C, carries -1.61; number 28, C, carries -0.35; number 29, N, carries 1.92; number 30, C, carries 0.36; number 31, C, carries -0.48; number 32, N, carries 1.84; number 33, C, carries -0.95; number 34, C, carries 0.51; number 35, C, carries -0.26; number 36, C, carries -1.60; number 37, C, carries -0.34; number 38, C, carries 0.62; number 39, C, carries 1.39; number 40, C, carries -1.83; number 41, C, carries -1.27; number 42, C, carries 0.77; number 43, C, carries -2.00; number 44, C, carries -0.56; number 45, C, carries 0.47; number 46, C, carries 0.04; number 47, C, carries -1.28; number 48, C, carries -0.79; number 49, C, carries 1.03; number 50, C, carries -1.00; number 51, C, carries -1.11; number 52, C, carries 0.21; number 53, C, carries 0.57; number 54, C, carries -1.40; number 55, H, carries 0.47; number 56, H, carries 0.31; number 57, H, carries 0.38; number 58, H, carries -0.59; number 59, H, carries 0.38; number 60, H, carries 0.36; number 61, H, carries 0.46; number 62, H, carries 0.45; number 63, H, carries 0.45; number 64, H, carries 0.43; number 65, H, carries -1.05; number 66, H, carries 0.32; number 67, H, carries 0.20; number 68, H, carries 0.51; number 69, H, carries 0.37; number 70, H, carries 0.47; number 71, H, carries 0.32; number 72, H, carries 0.54; number 73, H, carries 0.44; number 74, H, carries 0.36; number 75, H, carries -0.15; number 76, H, carries 0.42; number 77, H, carries 0.39; number 78, H, carries 0.46; number 79, H, carries 0.29; number 80, H, carries 0.51; number 81, H, carries -0.08; number 82, H, carries 0.09; number 83, H, carries 0.44; number 84, H, carries 0.42; number 85, H, carries 0.49; number 86, H, carries 0.28; number 87, H, carries 0.25; number 88, H, carries 0.61; number 89, H, carries 0.64; number 90, H, carries 0.47; number 91, H, carries 0.47; number 92, H, carries 0.47; number 93, H, carries 0.51; number 94, H, carries 0.79; number 95, Cl, carries -0.16; number 96, C, carries 0.36; number 97, C, carries -0.99; number 98, C, carries 0.28; number 99, C, carries 0.31

***

One value per record, in order, for max |F|: 2.10, 1.96 eV Å⁻¹.
One value per record, in order, for total energy: -4098.70718, -2795.09396 Ha.